No. 1
C18H30N4O7 | ωB97M-V/def2-TZVPD

The HOMO energy is -7.97 eV. For the LUMO energy, the calculation gives -3.528 eV. The calculation puts the energy above the lowest of the compared OMol25 structures with the same formula, charge and spin at 83.2 kcal/mol. The value obtained for the orbital gap is 4.445 eV.

Geometry as XYZ:
```
59
Properties=species:S:1:pos:R:3:forces:R:3
C -1.6960 32.9480 33.0880 -9.060 -2.626 -2.661
C -2.6470 31.7250 33.8100 4.438 1.492 -0.653
C -1.7920 30.4190 33.7290 -1.459 2.285 7.390
C -2.3000 29.3180 34.6500 0.448 1.159 -1.101
C -2.0910 29.7960 36.0340 -0.747 0.657 1.420
C -2.8600 31.2160 36.3800 0.327 -4.042 3.807
N -2.7710 32.1050 35.3410 -2.153 5.164 -3.782
O -3.1130 33.2590 35.5570 1.329 -2.333 -0.587
C -2.2160 31.8060 37.5930 2.645 4.076 3.467
C -4.3650 31.0300 36.6700 -0.293 -3.014 -4.292
C -4.0570 31.7600 33.2160 3.193 6.752 -2.987
H -1.6730 32.6030 32.0220 0.476 -0.114 0.895
H -0.8040 33.0440 33.4880 4.108 1.282 2.346
H -2.6050 33.6390 32.9870 2.475 0.585 0.676
H -0.7360 30.5530 33.9180 0.294 0.834 0.699
H -1.7740 30.2590 32.8130 -0.421 -2.309 -8.521
H -1.5760 28.5200 34.4740 -0.948 -0.796 0.102
H -3.3680 29.2180 34.5120 -0.205 -1.213 -0.537
H -1.0620 30.0760 36.0680 0.950 0.038 0.608
H -2.2620 28.9250 36.7500 -0.133 1.743 -0.389
H -1.0520 31.9400 37.4570 -2.305 -0.130 0.106
H -2.3260 31.4390 38.6180 -0.120 -2.052 -0.750
H -2.6250 32.8420 38.1330 0.732 -1.679 -2.817
H -4.8660 30.6670 35.6540 0.959 -0.070 2.141
H -5.0260 31.7820 36.8600 -0.708 3.144 0.882
H -4.5070 30.3160 37.4390 0.157 -1.020 0.489
H -4.6180 32.6520 33.5560 0.593 -0.095 -0.213
H -4.4610 31.0620 33.6530 -4.932 -7.580 3.925
H -4.2500 31.6850 32.1300 1.047 -0.057 0.487
N 1.2890 33.2660 36.0160 3.689 -4.037 1.104
O 2.1110 33.2520 36.9920 -1.163 0.175 -0.719
O 1.1750 32.1850 35.3310 -0.657 0.139 0.396
O 0.7350 34.2440 35.6720 -2.283 3.466 -0.886
C 4.2000 35.7280 35.9420 13.050 4.221 4.546
C 5.6090 35.8530 35.2020 -0.248 1.950 9.053
C 6.8150 36.2770 36.0470 -16.459 0.585 5.003
C 6.6110 36.8100 37.4840 -5.915 -3.966 -2.591
C 5.2700 36.4890 38.1840 1.290 -0.821 -10.964
C 4.0240 35.9910 37.2740 6.967 1.568 0.925
N 7.6710 37.3450 38.1830 3.109 1.656 5.835
O 7.4030 37.9900 39.3240 0.419 -2.127 -4.453
O 8.8690 37.1050 37.8960 -2.792 0.540 -0.400
H 3.4790 35.4560 35.4840 -9.053 -3.572 -6.239
H 5.6330 35.6270 34.2170 0.524 -0.800 -2.853
H 7.6340 36.2360 35.7180 11.847 -0.207 -4.913
H 5.1410 36.6860 39.1190 -0.662 1.247 5.659
H 3.1190 35.7720 37.6920 -2.145 -0.385 1.395
C 2.0420 28.6160 35.8940 -3.047 -1.952 -0.944
O 1.0020 27.8840 35.7750 2.246 1.798 0.320
N 3.2670 28.0370 35.9830 -1.011 -0.321 0.891
C 4.4090 28.8660 36.2400 1.287 -0.780 5.058
C 3.3150 26.5990 35.9330 0.489 -3.156 -0.573
H 1.8640 29.7220 35.8020 1.073 -0.628 0.462
H 4.5760 29.2620 35.3780 1.484 3.289 -5.223
H 5.4460 28.4400 36.5070 -2.103 -0.390 -0.072
H 4.2360 29.6830 36.9950 -0.146 -0.914 -0.690
H 4.4220 26.2050 35.8160 -2.047 1.175 0.646
H 2.8590 26.1970 34.8310 0.541 0.967 3.528
H 2.8430 26.0890 36.9970 1.029 1.198 -3.455
```
Positions in Å, forces in eV/Å.

No. 2
C18H30NO3 | ωB97M-V/def2-TZVPD

The HOMO energy is -11.73 eV. As for the SMILES: CCc1ccc(OCCOC[C@@H](O)C[NH2+]C2CCCC2)cc1. For the LUMO energy, the calculation gives -2.029 eV. The total charge is +1. The calculation puts the energy above the lowest of the compared OMol25 structures with the same formula, charge and spin at 3.0 kcal/mol. The value obtained for the orbital gap is 9.705 eV.

Geometry as XYZ:
```
52
Properties=species:S:1:pos:R:3:forces:R:3
C 1.6129 -2.4443 -5.1588 0.145 -0.115 0.108
C 2.0514 -2.7443 -3.7230 -0.087 0.060 -0.235
C 1.2163 -1.9669 -2.7515 0.115 -0.059 0.094
C 0.0104 -2.4781 -2.2853 0.074 0.100 -0.012
C -0.7871 -1.7549 -1.4190 -0.163 0.196 0.198
C -0.3838 -0.4916 -1.0134 0.151 0.064 -0.046
O -1.1161 0.2433 -0.0714 0.396 -0.282 -0.125
C -2.4790 0.5306 -0.3718 -0.499 0.511 -0.305
C -2.6449 1.8639 -1.1156 -0.004 -0.535 0.081
O -2.4924 2.9994 -0.2914 0.069 0.273 0.165
C -1.1744 3.3050 0.1182 0.069 0.081 0.001
C -1.1018 3.3521 1.6761 0.226 0.150 -0.274
O -2.2442 2.7661 2.2534 -0.176 0.024 0.165
C 0.1120 2.5871 2.2397 -0.224 0.735 0.004
N -0.2541 1.1641 2.3728 -0.480 -0.084 -0.042
C 0.7230 0.3013 3.0927 0.352 -0.251 0.416
C 0.0434 -0.9973 3.5278 -0.088 -0.025 -0.167
C 0.1823 -1.9121 2.3142 0.102 -0.090 0.075
C 1.6002 -1.6219 1.8231 -0.090 -0.064 -0.093
C 1.8467 -0.1351 2.1401 0.143 -0.044 0.015
C 0.8142 0.0374 -1.4710 -0.267 0.100 0.164
C 1.6049 -0.7005 -2.3325 -0.050 -0.119 0.002
H 0.5702 -2.7166 -5.3036 -0.101 -0.004 -0.056
H 2.2190 -3.0098 -5.8609 0.020 -0.026 -0.135
H 1.7257 -1.3851 -5.3785 -0.014 0.095 -0.060
H 1.9435 -3.8129 -3.5311 0.089 0.001 0.054
H 3.1029 -2.4780 -3.6053 0.010 -0.082 0.060
H -0.3070 -3.4616 -2.5965 -0.031 -0.137 -0.037
H -1.7112 -2.1781 -1.0538 -0.090 -0.045 0.066
H -2.9114 -0.2663 -0.9800 0.039 -0.014 0.068
H -3.0034 0.5740 0.5873 -0.005 -0.029 -0.126
H -1.9474 1.9024 -1.9620 -0.076 0.002 0.024
H -3.6658 1.9291 -1.4957 0.077 -0.092 -0.058
H -0.9092 4.2888 -0.2827 0.024 -0.111 0.054
H -0.4703 2.5721 -0.2806 -0.024 0.035 0.007
H -1.0287 4.4018 1.9916 0.103 -0.198 -0.017
H -2.9950 2.9912 1.6813 0.060 -0.129 0.038
H 0.9845 2.7086 1.5985 0.002 -0.107 0.030
H 0.3496 2.9708 3.2342 0.041 -0.173 -0.046
H -1.1649 1.1853 2.8604 0.259 -0.149 -0.184
H -0.4578 0.7577 1.4265 -0.058 0.120 0.272
H 1.0927 0.8740 3.9461 -0.115 0.062 -0.118
H -0.9881 -0.8496 3.8451 -0.064 0.029 0.139
H 0.5958 -1.4193 4.3669 0.016 0.065 0.070
H 0.0456 -2.9593 2.5702 -0.094 -0.056 -0.019
H -0.5510 -1.6548 1.5505 -0.080 -0.001 -0.058
H 2.3102 -2.2405 2.3693 0.053 -0.029 -0.002
H 1.7160 -1.8340 0.7625 0.069 -0.041 -0.050
H 1.8309 0.4596 1.2279 0.057 0.132 -0.076
H 2.8212 0.0062 2.6021 0.008 0.114 -0.023
H 1.1276 1.0238 -1.1587 -0.011 0.103 0.046
H 2.5359 -0.2828 -2.6845 0.126 0.039 -0.051
```
Positions in Å, forces in eV/Å.

No. 3
C18H30NO5P2PmS | ωB97M-V/def2-TZVPD

The HOMO energy (spin up / spin down) is -14.50 / -14.50 eV. For the LUMO energy (spin up / spin down), the calculation gives -8.038 / -8.016 eV. The total charge is +2. The spin multiplicity is 5. The value obtained for the orbital gap (spin up / spin down) is 6.460 / 6.486 eV.

Geometry as XYZ:
```
58
Properties=species:S:1:pos:R:3:forces:R:3
Pm -0.0100 -0.4291 -0.1839 0.832 -0.602 -2.381
P -2.6087 -0.0818 -1.1904 -1.248 -0.031 -3.166
C -2.2322 0.4392 -3.0621 -0.786 0.140 1.069
C -0.7945 0.8663 -3.4540 -0.194 0.569 -0.679
N 0.2850 0.6503 -2.6574 -0.591 -0.824 0.748
C 1.5281 1.0328 -3.0456 -0.995 -0.481 0.670
C 1.6764 1.7189 -4.2205 2.322 0.089 0.227
C 0.6396 1.9985 -5.0377 -1.980 -0.135 -0.521
C -0.6293 1.5563 -4.6740 0.286 -0.301 1.158
C 2.7162 0.7115 -2.1645 0.521 0.095 0.244
P 2.7357 -0.8494 -1.1609 -0.726 -0.018 -0.652
H -1.4964 1.7976 -5.2493 -0.324 -0.028 -0.412
H 2.6766 2.0353 -4.4862 0.021 0.037 -0.088
H 0.7671 2.5378 -5.9588 0.128 0.163 -0.163
H 3.6144 0.6395 -2.7753 0.047 0.196 -0.272
H 2.9470 1.5117 -1.4497 -0.305 0.157 -0.121
H -2.7196 -0.3303 -3.7113 0.974 0.387 0.278
H -2.9629 1.3020 -3.1211 1.175 -0.703 -0.403
H -1.2014 -2.9116 -3.6500 -0.441 -0.497 -1.428
O -1.4464 -3.1591 -4.5839 0.764 1.220 1.431
H -1.0432 -2.4193 -5.0808 -0.309 -0.613 -0.006
H -0.7230 -4.3461 -0.2155 2.082 4.471 0.195
O -0.1203 -2.9621 -0.5697 -3.639 -6.795 -1.336
H -0.5438 -3.5284 -1.3629 1.572 2.655 1.072
C 2.9893 -2.0830 -2.4731 -0.299 -0.682 -0.456
H 3.5797 -1.6385 -3.3037 -0.387 -0.434 0.449
H 3.5116 -2.9730 -2.0795 -0.091 0.458 -0.103
H 2.0078 -2.4679 -2.8378 0.714 0.434 0.005
C 4.3170 -0.7788 -0.3128 -0.273 0.094 0.093
H 4.3629 -1.6024 0.3880 0.114 -0.240 0.086
H 5.1224 -0.8379 -1.0294 0.355 0.018 -0.119
H 4.3700 0.1352 0.2586 0.164 0.328 0.182
C -3.5279 1.4198 -0.8185 -0.149 0.990 0.920
H -4.5706 1.3309 -1.1711 0.491 0.053 0.203
H -3.5120 1.6004 0.2693 -0.216 0.125 -0.427
H -3.0557 2.2716 -1.3414 -0.197 -0.283 0.519
C -4.0078 -1.2464 -1.5802 0.163 -0.582 0.210
H -4.3121 -1.8089 -0.6642 0.123 0.486 -0.735
H -4.8699 -0.6466 -1.9666 0.755 -0.631 0.257
H -3.6602 -1.9798 -2.3511 -0.417 0.543 0.628
C 0.1189 1.5008 8.0934 -0.394 0.070 0.591
C 0.0340 1.1022 6.6529 -0.132 0.188 0.054
C 0.0198 -0.2301 6.2682 0.326 -0.462 -0.442
C 0.0109 -0.6277 4.9363 -0.025 0.633 0.269
C -0.0025 0.3985 3.9741 -0.421 -0.291 0.316
C -0.0326 1.7600 4.3194 -0.295 -0.423 -0.296
C -0.0450 2.0676 5.6615 0.571 0.522 -0.108
S -0.0738 0.0130 2.3046 0.179 0.540 0.660
O 0.9990 -0.9547 1.8587 -0.861 0.589 0.844
O -1.3659 -0.5528 1.7350 1.145 0.324 1.218
O 0.1588 1.2844 1.5328 -0.159 -1.019 -0.061
H -0.7266 1.1049 8.6587 -0.165 -0.189 -0.158
H 0.9902 1.0777 8.6147 -0.024 0.348 -0.389
H 0.0376 2.5880 8.2336 0.438 -0.348 -0.147
H 0.0959 -0.9659 7.0400 -0.079 -0.498 0.263
H 0.0351 -1.6862 4.6859 -0.021 0.283 -0.116
H -0.0678 2.5435 3.5587 0.075 -0.381 0.283
H 0.0149 3.1016 5.9507 -0.192 0.287 0.043
```
Positions in Å, forces in eV/Å.

The records above yield largest force on an atom values of 0.3347, 0.0151, 0.1521 Eh/bohr, respectively.